No. 1
C4H7O2 | ωB97M-V/def2-TZVPD

Properties
- structure (SMILES) = CCCC(=O)[O-]
- relative energy (zero: lowest compared OMol25 entry of this formula, charge and spin) (kJ/mol) = 109.96
- total energy (hartree) = -307.111762
- HOMO level (eV) = -3.87

ORCA input file:
```
! wB97M-V def2-TZVPD RIJCOSX def2/J DEFGRID3
* xyz -1 1
O -0.23981 -1.69652 0.55367
O 1.10017 -0.14785 1.51947
C 0.59669 0.39583 -1.69816
C -0.61147 1.16750 -1.09238
C 0.06589 -0.52718 0.93570
C -0.92662 0.57880 0.35284
H 0.70761 0.55461 -2.80797
H 1.63519 0.51715 -1.36312
H -1.00130 1.49862 1.07597
H -1.32690 1.08621 -1.93925
H -0.19521 2.08366 -0.95450
H 0.38171 -0.71220 -1.69703
H -1.83087 0.03723 0.11280
*
```

No. 2
C84H181CrN5O13P2 | ωB97M-V/def2-TZVPD

Properties
- total energy (hartree) = -6286.527321
- ⟨S²⟩ = 3.783
- HOMO level (spin up / spin down) (eV) = -14.35 / -14.35

ORCA input file:
```
! wB97M-V def2-TZVPD RIJCOSX def2/J DEFGRID3
* xyz 5 4
Cr 0.27083 0.31077 -1.03605
P 0.13393 2.87734 6.61208
P 3.95138 -5.38617 0.15762
O 1.52792 -1.43722 -0.68878
O 3.68231 -1.47135 -0.05886
O -1.18691 1.94395 -1.84853
O -1.78465 -0.58068 2.22935
O -0.81380 4.09545 -1.63647
O 0.58550 2.49713 -1.01404
O -1.52213 -0.47172 -0.05906
O 2.15287 6.68684 0.89097
O 2.30919 0.32928 -0.29741
O 1.06619 0.44897 -3.06555
O -0.60480 -0.68131 -2.95551
O -0.20468 0.45548 1.03847
O 0.68133 5.99854 -0.50385
N -5.27040 2.07533 -1.44801
N -2.91561 -4.43461 -3.69123
N -5.00066 -3.89717 3.10479
N 5.17398 2.86567 -2.39075
N 1.20408 8.04821 -7.44037
C 0.47406 4.78091 6.46088
C 2.36161 5.10615 -4.96522
C 4.33530 2.03369 -3.37642
C 0.84471 4.80156 1.53455
C -0.44528 -6.79004 1.96055
C 4.39655 -9.95605 0.95566
C 5.27391 4.35875 -2.85033
C 0.42771 2.46472 8.42690
C 6.59275 2.30425 -2.05944
C -1.87710 3.23577 3.76260
C -7.22779 -4.56149 7.08150
C 1.20510 7.99388 7.50734
C -3.88988 -3.99463 -4.83689
C -5.23381 -2.71692 2.13653
C 5.53922 -4.40765 0.30541
C -3.46744 -4.19713 2.96894
C -4.92678 -7.55028 -2.34846
C 2.98346 -5.03122 -1.36483
C -0.30147 3.39498 9.47508
C -3.21338 -5.87032 -3.15064
C -0.53998 -4.16780 -2.95345
C -6.80996 2.00251 -1.24221
C -0.23484 7.62369 -7.73874
C 4.32493 -7.15053 0.17662
C -2.87857 -3.37231 -2.51261
C 4.42152 3.08429 -1.00573
C -4.68832 2.14660 -2.88444
C 6.80080 -3.55364 3.78881
C -4.60437 0.90389 -0.66803
C 4.42639 0.99756 -5.86571
C 1.75220 7.27344 -6.25398
C 4.84787 4.47582 -0.42615
C -0.50314 2.87441 -1.40534
C 0.97704 9.48631 -6.98277
C 3.92746 -0.52502 -5.56520
C 1.05817 -6.57487 1.67860
C -1.22924 -0.20183 1.10720
C 1.78348 5.29424 7.12180
C 2.53876 -0.20233 3.47791
C 4.55298 -7.64547 1.63412
C 3.87774 -4.86084 -2.56081
C -4.81225 3.30462 -0.64164
C 1.32132 -5.05104 1.40236
C 1.41518 1.90100 4.03763
C 0.17907 -0.14077 -3.72895
C -3.17386 -3.74423 1.50568
C -0.77208 2.67518 10.78318
C -3.15219 1.18972 -5.38205
C -5.31231 -3.59629 4.61137
C 1.80264 5.71295 -6.31276
C 2.85020 -4.73094 1.50893
C 2.12450 6.83502 6.91860
C 5.75190 -3.69382 2.74501
C -5.31748 1.11836 -3.85908
C 1.46606 1.76337 5.68964
C -5.75183 -5.14411 2.41640
C -1.54022 2.48509 6.26154
C -2.82016 4.54329 3.98357
C -7.43349 -3.28627 6.24526
C -1.34921 -4.43524 -4.17800
C -4.33137 -2.79030 0.99829
C 5.16927 1.80667 -4.67600
C -4.96614 -8.23445 -3.65860
C -4.52491 1.37126 0.79683
C 3.04497 -4.37585 -3.81130
C 0.00091 10.10795 -7.94809
C -4.62739 2.89656 0.84014
C 3.93468 -4.39161 -5.12594
C 2.61168 1.27109 3.39615
C -6.90310 -3.34951 4.75365
C -4.21095 0.33848 -4.54221
C 3.86239 -8.94191 1.95062
C -4.59050 -6.01480 -2.54744
C -0.95984 8.95397 -8.19871
C 5.70321 5.14387 -1.52743
C 1.31448 5.05140 -3.81700
C -1.55396 -3.70680 -1.89941
C 0.22121 -0.29481 -5.29164
C 1.29021 5.95376 0.57872
C 6.22401 -4.57919 1.59568
C 2.58909 -0.85569 -0.39888
C -2.06295 2.10938 4.86758
C -2.08702 3.34507 11.27481
C 2.08423 7.95993 -8.67535
H 0.20824 4.35147 9.59099
H -0.33082 5.28379 6.99695
H 4.02881 -9.27858 2.97388
H 1.73228 5.20965 8.20730
H -3.64855 1.96425 -5.96670
H 7.67721 -3.14504 3.28577
H 0.78738 5.39450 -6.54927
H -6.92374 -2.50867 6.81411
H -5.82266 -5.85013 3.24382
H -1.71421 1.54520 6.78540
H -4.83341 -3.71117 -4.37054
H -4.54755 -5.46647 -1.60639
H -1.21398 3.70547 8.96616
H 1.18616 7.60144 -5.38214
H -2.94302 2.87754 10.78821
H -4.90206 -3.18079 0.15571
H -7.13262 1.12873 -1.80832
H 6.31121 -5.59136 1.99065
H 2.58910 -4.04846 -1.10643
H -5.31546 -5.53427 1.49691
H -1.09231 -2.79819 -1.51288
H 2.43612 2.05644 6.09116
H 3.46949 -3.78515 -5.90306
H -3.76627 -3.47561 -1.88857
H 2.99482 -3.65242 1.57185
H -1.78787 -4.39902 -1.09056
H -1.15330 -0.33307 2.90882
H 5.61428 -7.85032 1.77475
H 2.77280 7.65583 -6.27044
H 5.14390 -7.41630 -0.49178
H 4.77249 -1.21250 -5.60242
H -1.17539 -5.47930 -4.43843
H 5.35455 -10.29852 1.34686
H 6.51903 -2.85427 4.57594
H -2.82455 -3.68331 3.68362
H -3.09729 4.55986 5.03762
H -3.60481 2.03354 -2.84783
H 3.13319 5.79869 -4.62887
H -7.02432 1.97018 -0.17399
H 2.58313 5.43829 -7.02233
H -0.23986 4.83199 1.43013
H -2.58731 0.64105 -6.13570
H -3.97720 -8.55475 -3.98652
H 0.10288 -3.30230 -3.11391
H 2.78531 -8.77780 1.98304
H 3.54499 1.70560 3.75424
H -7.33475 2.81503 -1.74470
H 2.83238 4.14078 -5.15109
H -1.28474 8.88721 -9.23702
H 3.33405 2.44059 -3.51793
H -3.77142 -0.15536 -3.67558
H -4.57160 -0.46137 -5.18895
H 2.14741 -4.97232 -3.97471
H -5.05272 -0.05822 -0.91585
H 2.73357 -3.38763 -3.47285
H 5.08147 1.02762 -6.73638
H 2.56241 -0.56862 4.50425
H 4.70695 -9.61070 -0.03048
H 4.29102 1.05754 -2.89343
H -4.13702 -4.86982 -5.43777
H 5.23107 6.09618 -1.76894
H 2.21451 -5.80018 -1.43911
H 0.45449 1.60237 3.61811
H -5.83632 -7.73264 -1.77612
H -2.57382 1.83286 -4.71875
H 1.79770 7.01241 -9.13165
H 2.21831 6.98489 5.84303
H 4.87144 -3.89483 -4.87338
H 1.20925 5.02447 2.53732
H 6.19085 -4.71954 -0.51081
H -0.88447 -6.41521 2.88506
H -3.16332 -6.45253 -4.07076
H -5.28143 -5.41944 -3.14432
H 3.46140 -0.72760 -4.60091
H 0.49128 5.00373 5.39404
H 6.50757 1.25115 -1.79143
H -0.48061 11.01523 -7.58329
H -7.29344 -2.50050 4.19248
H -7.53595 -4.10851 4.29373
H 4.11900 -5.40432 -5.48449
H -0.15321 4.68092 -1.25907
H 3.53062 1.60580 -5.99111
H -2.19677 3.25624 6.66448
H -3.66960 4.36395 3.32448
H 4.25040 -7.02544 2.47798
H 7.19915 2.33032 -2.96481
H -2.19967 3.21951 12.35168
H 0.89034 -4.57431 0.52196
H -6.10069 0.47598 -3.45654
H -3.82799 3.55223 -1.03915
H -2.37448 5.49994 3.71100
H -3.07358 1.70760 4.94063
H -2.13322 4.40974 11.04582
H 0.80930 7.60959 8.44743
H -0.51765 7.32372 -6.72971
H 1.45126 -7.27179 0.93841
H -1.08614 -6.51621 1.12244
H -7.90447 -5.35921 6.77514
H 1.83175 8.85495 -9.24394
H -5.26888 0.85255 1.40142
H 6.77988 5.23268 -1.38260
H 3.38387 -7.53624 -0.21546
H -0.85909 3.53710 3.51574
H -6.18200 -4.82878 6.92991
H 0.64590 10.50973 -8.72954
H 0.56656 4.26341 -3.90529
H -3.45210 -3.13033 -5.33633
H -3.61541 1.14832 1.35469
H -5.12089 -1.83678 2.76954
H 1.32697 3.89844 1.16053
H 1.60976 -6.77297 2.59763
H 5.52463 2.74412 -5.10379
H 5.44291 -3.33567 0.13316
H 3.14003 7.11482 7.19883
H -3.27358 -5.26259 3.09276
H 7.20765 -4.49422 4.16016
H 0.87612 6.03478 -3.64699
H 3.36538 3.15946 -1.26464
H 0.48985 9.44217 -6.00871
H 5.45463 -2.70771 2.38819
H 4.94434 -4.15878 3.31049
H 5.46878 4.41054 0.46734
H -0.31690 0.51672 -5.78149
H -6.71430 -4.69966 2.16301
H 4.72044 -4.19094 -2.39000
H -2.19685 2.85897 2.79106
H 4.20197 4.45553 -3.02260
H -3.68092 3.39302 1.05422
H -0.17538 6.63782 -8.19985
H 7.04167 2.92138 -1.28116
H 1.69626 4.89577 -2.80798
H 3.18138 -0.87695 -6.27767
H 3.15069 7.93448 -8.45146
H 1.60219 2.94506 3.78655
H -0.02743 2.86465 11.55629
H 0.34666 8.20898 6.87100
H -8.49225 -3.06759 6.38431
H -6.31338 -2.68034 1.99063
H 1.69898 -0.52373 2.86183
H -4.10417 -8.03348 -1.82129
H 4.13625 -0.75149 0.38539
H 4.75695 2.31242 -0.31304
H 3.18150 -5.09471 2.48157
H -5.78796 1.65688 -4.68171
H 6.04639 1.22064 -4.40155
H 2.64776 4.77603 6.70638
H 4.00775 5.06627 -0.06054
H 3.63552 -10.73319 1.02635
H -5.58281 -9.13263 -3.62570
H -7.46320 -4.35190 8.12493
H -2.94222 -2.40128 -3.00367
H -3.05861 -4.66058 0.92679
H -0.09647 1.50911 8.43820
H -5.61352 4.03607 -0.74666
H 1.96433 9.87629 -6.73522
H 1.46829 2.29814 8.70537
H -0.93702 1.60107 10.69837
H -4.93000 3.12123 -3.30844
H -1.42148 1.29680 4.52649
H -0.27214 -1.22182 -5.58382
H -2.31437 -6.12315 -2.58852
H 0.06099 -4.99566 -2.57717
H 2.64739 1.44527 2.32075
H -0.69772 -7.84949 2.00445
H 1.25178 -0.33618 -5.64421
H -1.83400 9.11920 -7.56891
H -4.92081 -4.40245 5.23179
H 1.60666 8.97690 7.75331
H 4.38523 -5.78643 -2.83253
H 1.36194 0.82020 6.22599
H -4.76856 -2.67803 4.83325
H -5.32629 -7.57106 -4.44493
H -3.57352 0.89550 -1.02214
H 0.72335 -4.55205 2.16494
H 7.24162 -4.37507 1.26266
H -1.35388 -3.67369 -4.95782
H -2.20497 -3.25050 1.43091
H -5.33469 3.28873 1.57091
H 5.96085 4.56901 -3.67009
H 3.40065 -0.67579 3.00774
H -3.98985 -1.81448 0.65299
*
```

No. 3
C4H6NOP | ωB97M-V/def2-TZVPD

Properties
- relative energy (zero: lowest compared OMol25 entry of this formula, charge and spin) (kJ/mol) = 373.47
- total energy (hartree) = -627.082546
- ⟨S²⟩ = 2.017
- HOMO level (spin up / spin down) (eV) = -6.68 / -7.77

ORCA input file:
```
! wB97M-V def2-TZVPD RIJCOSX def2/J DEFGRID3
* xyz 0 3
P -1.51482 -0.31803 -0.37016
O -1.67925 0.35665 1.18148
N 1.63530 -0.12692 0.23805
C 0.95022 0.86050 0.03152
C -0.26065 0.98045 -0.95636
C 2.16976 -1.21150 0.42823
C -1.08274 -1.85086 -0.47063
H -0.67325 1.91267 -0.78565
H 0.08963 0.92390 -1.95233
H -2.09638 1.14835 1.35099
H -1.44917 -2.68368 0.15326
H 0.80366 1.53607 0.88815
H 3.10768 -1.52760 0.26345
*
```